[1]
The following is a quantum chemistry calculation of 2 unconnected molecules or ions with the total composition C2H6IN2O in a non-equilibrium geometry, from the Open Molecules 2025 dataset.

* HOMO energy: -12.91 eV
* gap between HOMO and LUMO: 8.57 eV
* total charge: +1
* ΔE to the lowest compared entry with this formula, charge and spin: 85.2 kcal per mole

XYZ file:
```
12
Properties=species:S:1:pos:R:3:forces:R:3
C -0.010268 1.255555 -1.922059 0.7 -1.7 0.9
C -0.261748 -0.715789 1.894518 0.6 2.1 -0.7
N -0.150796 1.340440 -3.096793 -0.1 0.4 -0.1
N 1.138900 -0.748591 1.201960 -1.1 -0.4 -2.7
O 0.252855 0.861115 -0.835181 0.1 1.4 -0.6
I -1.914534 -0.742722 0.316391 -0.2 0.6 1.0
H -0.146153 -1.695043 2.245843 -1.3 -2.0 0.8
H -2.340332 0.872814 0.641837 0.5 -1.4 -0.2
H -0.831390 1.827193 -3.627729 -0.4 0.4 -0.6
H 1.254036 -1.716967 0.756966 0.7 1.9 0.9
H 1.249886 0.002315 0.456139 -0.2 -1.0 1.1
H 1.759545 -0.540319 1.968109 0.6 -0.3 0.2
```
Forces are in eV/Å.

[2]
The following is a quantum chemistry calculation of a molecular structure, C6H9NO in a non-equilibrium geometry, from the Open Molecules 2025 dataset.

* HOMO energy: -9.34 eV
* gap between HOMO and LUMO: 9.72 eV
* total charge: 0
* ΔE to the lowest compared entry with this formula, charge and spin: 122.8 kcal per mole

XYZ file:
```
17
Properties=species:S:1:pos:R:3:forces:R:3
C 2.431227 -1.233491 -1.349003 2.7 -3.2 -1.1
C 0.300908 -0.327990 -0.736008 -5.6 1.7 0.4
C -0.478077 0.327219 0.433741 -1.0 -1.2 -2.6
C -0.278274 0.791548 1.649138 3.5 -0.8 2.7
C -1.625137 1.195635 1.929492 -4.4 -1.7 0.6
C -1.975450 0.629427 0.459030 -2.7 3.0 -1.1
H 3.623855 -1.403227 -1.064541 -2.8 2.1 -0.2
H 2.298747 -2.360837 -1.066722 -0.6 1.4 -2.0
H 2.358835 -0.829945 -2.446997 0.0 -1.5 2.1
H 2.158688 -0.302752 0.581419 -3.7 -0.7 -4.2
H 0.604230 0.649946 2.371149 -1.2 0.7 -1.3
H -2.071491 2.101238 2.210688 0.9 3.0 -0.9
H -2.293028 0.861381 2.800879 1.4 -1.8 -0.8
H -2.361152 1.586241 -0.246080 1.4 -2.4 1.6
H -2.893253 -0.084484 0.304252 2.4 0.7 0.6
N 1.514465 -0.566213 -0.487540 9.0 0.7 5.8
O -0.284734 -0.568521 -1.793700 0.6 0.0 0.5
```
Forces are in eV/Å.

[3]
The following is a quantum chemistry calculation of 6 unconnected molecules or ions with the total composition H11O5S, from the Open Molecules 2025 dataset.

* HOMO energy: -4.17 eV
* gap between HOMO and LUMO: 7.70 eV
* total charge: -1
* ΔE to the lowest compared entry with this formula, charge and spin: 21.6 kcal per mole

XYZ file:
```
17
Properties=species:S:1:pos:R:3:forces:R:3
S 1.447876 -0.651363 -1.585141 -0.2 -0.2 0.0
H 2.741314 -0.771445 -1.916671 0.0 0.1 0.0
H 1.707087 0.153513 2.338194 0.5 0.0 0.0
H 2.430757 0.289284 1.039278 0.2 -0.2 0.0
O 2.616593 0.187322 1.988647 -0.8 0.1 -0.1
H -0.240063 0.998110 1.026953 -0.4 0.4 0.0
H -0.656825 -0.413284 1.098509 -0.3 -0.2 0.1
O -0.842519 0.426763 1.533753 0.6 -0.1 -0.1
H 0.866221 1.239738 -0.938800 0.2 0.0 0.2
H 0.327249 2.666573 -1.128480 -0.1 0.1 0.1
O 0.441478 1.998824 -0.445606 0.1 0.0 -0.4
H -1.363543 -2.662940 1.440666 -0.1 0.0 -0.1
H -2.673557 -2.324716 0.698097 0.3 0.0 0.3
O -2.294483 -2.458330 1.580872 -0.2 -0.1 -0.2
H -1.181272 0.739897 -1.610790 -0.2 0.2 0.2
H -1.423843 0.032430 -2.889506 -0.1 0.0 0.0
O -1.902469 0.549625 -2.229977 0.3 -0.1 -0.1
```
Forces are in eV/Å.

[4]
The following is a quantum chemistry calculation of 2 unconnected molecules or ions with the total composition C7H7N2O in a non-equilibrium geometry, from the Open Molecules 2025 dataset.

* HOMO energy (alpha / beta): -13.60 / -14.18 eV
* gap between HOMO and LUMO (alpha / beta): 7.36 / 7.12 eV
* total charge: +1
* ΔE to the lowest compared entry with this formula, charge and spin: 119.9 kcal per mole

XYZ file:
```
17
Properties=species:S:1:pos:R:3:forces:R:3
C 2.191150 1.001810 -0.911847 -2.8 -0.5 0.8
C 1.987105 -0.355868 -1.074942 -1.1 1.3 1.1
C 1.085433 1.668753 -0.369947 -0.5 0.5 0.2
C 0.889896 -1.029602 -0.653262 -1.8 0.2 -0.7
C -0.151933 1.088111 -0.162559 0.7 -0.4 1.0
C -0.302931 -0.325952 -0.307424 0.9 1.0 -0.1
C -1.491206 -0.947059 0.064098 3.3 -3.2 1.2
N -3.600903 0.065219 0.349535 -2.2 1.2 0.2
N -2.581620 -0.324004 0.380519 -1.7 1.0 -0.8
O -1.583597 -0.368415 2.193257 -0.4 -2.0 1.7
H 3.117848 1.461454 -1.046242 1.3 0.7 -0.4
H 2.745046 -0.942641 -1.330458 3.3 -2.2 -1.4
H 1.163187 2.645265 0.051897 0.3 0.8 -0.2
H 0.916506 -2.091052 -0.727415 -0.2 -0.7 0.1
H -0.824543 1.627059 0.509718 -0.3 0.0 -0.7
H -1.624125 -2.037772 0.232968 0.3 0.7 -0.5
H -1.935315 -1.135308 2.802104 0.9 1.8 -1.6
```
Forces are in eV/Å.

[5]
The following is a quantum chemistry calculation of a molecular structure, C19H32NO3P2Sn in a non-equilibrium geometry, from the Open Molecules 2025 dataset.

* HOMO energy: -9.32 eV
* gap between HOMO and LUMO: 5.74 eV
* total charge: +1
* ΔE to the lowest compared entry with this formula, charge and spin: 0.0 kcal per mole

XYZ file:
```
58
Properties=species:S:1:pos:R:3:forces:R:3
C -0.861237 3.965166 -1.864613 0.2 0.0 0.8
C -0.943974 2.568427 -1.432231 0.5 0.5 0.4
N 0.109740 2.094459 -0.633124 -1.2 -1.1 0.0
C 0.850345 2.965228 0.047014 0.5 1.8 0.1
C 0.803733 4.355674 -0.170335 0.1 -1.1 0.7
C -0.076738 4.865673 -1.142990 -0.4 -1.3 -1.1
C -2.106082 1.818187 -1.653795 2.3 -0.8 -0.9
P -2.321809 0.188928 -0.957471 -0.6 2.0 -1.1
Sn -0.132820 -0.430284 0.235550 -1.3 0.3 1.0
P 2.057195 0.653238 1.173267 1.4 1.4 -0.6
C 1.736083 2.468975 1.200722 -0.4 0.0 -0.1
C -0.069757 -2.700077 0.352851 0.0 0.9 -0.1
C -1.189987 -3.322403 0.905713 -0.1 -0.5 0.1
C -1.211267 -4.720300 1.093398 0.5 0.5 -0.3
C -0.100230 -5.485995 0.704044 0.3 0.6 -0.1
C 1.031121 -4.864046 0.132133 -0.7 0.4 0.3
C 1.024022 -3.463319 -0.043040 0.5 -0.3 -0.2
O -0.426760 0.991880 -4.960490 -0.6 0.0 0.5
O 0.215385 -1.907762 -3.759171 1.4 0.0 0.3
H -1.546349 4.269790 -2.662701 0.2 0.1 0.4
H 1.407372 4.999241 0.469051 -0.2 -0.1 -0.3
H -0.105427 5.933331 -1.362292 0.0 -0.3 0.0
C -3.641246 0.794068 0.115616 -0.3 -0.7 0.8
C -3.137532 -1.085387 -1.977765 -0.1 -0.3 -0.3
H 2.690059 3.040870 1.223580 -0.5 -0.5 0.0
H 1.195413 2.688480 2.139813 0.2 -0.1 -0.3
H -1.353003 1.167216 -4.618212 2.1 0.4 -0.5
H -2.814357 2.257178 -2.334452 -0.5 -0.2 0.0
C 2.655826 0.305406 2.845552 0.0 -0.4 0.4
C 3.556156 0.590875 0.110060 0.1 -0.4 -0.1
H -2.063004 -2.736130 1.203485 0.2 -0.1 0.0
H -2.083577 -5.192319 1.550724 0.3 0.1 -0.2
H -0.101661 -6.564071 0.855231 0.0 0.2 0.0
H 1.902371 -5.461575 -0.155355 -0.4 0.3 0.1
H 1.891077 -2.965063 -0.513304 -0.4 -0.4 0.3
H 1.050552 -1.040670 -1.564154 0.9 0.2 -0.2
H 1.176929 -2.046860 -3.915883 -0.9 -0.4 0.1
H 0.177249 -0.965218 -3.942871 -0.6 0.6 -0.4
H 0.187785 1.759381 -4.907922 -1.4 -0.5 0.2
H 1.651506 -0.729357 -1.188905 -0.4 -0.3 -0.8
H -4.323024 1.353287 -0.538767 0.1 -0.3 0.2
H -4.152639 -0.020665 0.618162 -0.4 0.0 0.3
H -3.203758 1.495124 0.832406 -0.2 -0.2 -0.1
H -3.871723 -0.620522 -2.657884 0.3 -0.1 0.3
H -2.432730 -1.691450 -2.563885 -0.1 0.3 0.2
H -3.698211 -1.757820 -1.307809 0.3 0.2 -0.2
H 4.405470 1.126170 0.581690 -0.6 -0.3 -0.2
H 3.837090 -0.465557 -0.044335 0.1 0.4 -0.1
H 3.328622 1.060397 -0.864788 0.1 -0.2 0.4
H 3.646656 0.743848 3.022913 -0.3 0.0 -0.2
H 1.961989 0.690403 3.601006 0.1 0.0 -0.2
H 2.736298 -0.776739 2.980300 0.0 0.1 0.1
C -0.781697 -0.638424 3.215008 0.3 -0.4 1.2
C -0.890974 0.385278 2.161880 -0.6 0.8 -1.4
O -1.335718 1.515999 2.230859 0.6 -1.1 0.5
H -0.198552 -1.503262 2.849941 -0.3 0.3 0.3
H -1.790422 -1.000574 3.479166 0.3 0.2 0.1
H -0.284479 -0.223130 4.107109 -0.4 -0.2 0.0
```
Forces are in eV/Å.

[6]
The following is a quantum chemistry calculation of a molecular structure, C18H22BeBrN2O4S, from the Open Molecules 2025 dataset.

* HOMO energy: -12.17 eV
* gap between HOMO and LUMO: 9.67 eV
* total charge: +1
* ΔE to the lowest compared entry with this formula, charge and spin: 0.0 kcal per mole

XYZ file:
```
49
Properties=species:S:1:pos:R:3:forces:R:3
Be -0.468882 -0.080018 -0.904000 -0.1 0.1 -0.1
O -1.669211 0.818449 -1.940831 0.1 -0.2 0.0
C -2.853233 1.583424 -1.674852 0.0 0.1 0.1
C -3.823702 0.790340 -0.824729 0.0 0.0 0.0
C -3.200144 0.231168 0.474063 0.0 0.0 -0.1
C -2.677029 -1.170841 0.309265 0.0 0.0 0.0
C -3.426290 -2.248108 0.761363 0.0 0.0 0.0
C -2.990516 -3.540290 0.534859 0.0 0.0 0.0
C -1.806709 -3.734758 -0.158396 0.0 0.0 0.0
C -1.100291 -2.625445 -0.563750 0.0 0.1 0.0
N -1.507657 -1.368384 -0.324457 0.0 -0.1 0.0
H -1.414052 0.781584 -2.869278 0.0 0.0 0.0
H -3.309468 1.873170 -2.619997 0.0 0.0 0.0
H -2.549521 2.493852 -1.150939 0.0 0.0 0.0
H -4.253174 -0.023784 -1.412465 0.0 0.0 0.0
H -4.644994 1.461709 -0.568609 0.0 0.0 0.0
H -3.960121 0.210246 1.253044 0.0 0.0 0.0
H -2.400405 0.886366 0.824331 0.0 0.0 0.0
H -4.353651 -2.061379 1.284925 0.0 0.0 0.0
H -3.571281 -4.383274 0.884970 0.0 0.0 0.0
H -1.431298 -4.722971 -0.379382 0.0 0.0 0.0
H -0.170067 -2.723356 -1.102691 0.0 0.0 0.0
Br 0.703969 -1.626833 2.753686 0.0 0.0 0.0
C 1.904890 -1.738270 1.290774 0.0 0.0 -0.1
C 3.176914 -2.261193 1.479039 0.0 0.0 0.0
C 4.009646 -2.323465 0.372969 0.0 0.0 0.1
C 3.552323 -1.869017 -0.856029 0.0 0.0 -0.1
C 2.265738 -1.367022 -0.923209 0.0 0.0 0.1
N 1.456021 -1.302653 0.135915 0.0 0.0 0.0
C 1.697227 -0.815552 -2.216304 0.1 0.1 0.0
O 2.370169 -0.821257 -3.217698 0.0 0.0 0.0
O 0.490558 -0.323210 -2.122064 0.0 -0.1 0.1
H 3.492263 -2.606128 2.452577 0.0 0.0 0.0
H 5.008644 -2.726805 0.472881 0.0 0.0 0.0
H 4.156988 -1.895602 -1.751092 0.0 0.0 0.0
O -0.117979 1.072951 0.214752 0.0 0.1 -0.1
S 0.495024 2.406418 -0.274300 0.0 0.0 0.1
C 0.460620 3.413126 1.243327 0.0 -0.1 0.0
C 1.907676 3.728038 1.610110 0.0 0.0 0.0
C 2.715795 2.491596 1.225750 0.0 0.1 0.0
C 2.292941 2.177841 -0.201992 -0.1 -0.1 0.0
H -0.002691 2.739313 1.966573 0.0 0.0 0.0
H -0.173453 4.283274 1.092307 0.0 0.0 0.0
H 1.985615 3.971907 2.668741 0.0 0.0 0.0
H 2.261768 4.593888 1.047014 0.0 0.0 0.0
H 2.477409 1.653014 1.883379 0.0 0.0 0.0
H 3.788760 2.670043 1.280635 0.0 0.0 0.0
H 2.479796 1.159258 -0.532519 0.0 0.0 0.0
H 2.725062 2.868641 -0.927664 0.0 0.0 0.0
```
Forces are in eV/Å.

[7]
The following is a quantum chemistry calculation of a molecular structure, C17H13Br3N4O2S2Zr, from the Open Molecules 2025 dataset.

* HOMO energy: -8.82 eV
* gap between HOMO and LUMO: 8.42 eV
* total charge: 0
* ΔE to the lowest compared entry with this formula, charge and spin: 0.0 kcal per mole

XYZ file:
```
42
Properties=species:S:1:pos:R:3:forces:R:3
Zr -1.017771 -0.364196 2.928661 -0.2 -0.3 0.2
Br -0.535263 -0.751671 5.761168 0.0 0.1 -0.3
C -2.244977 -0.473449 4.779164 -0.2 -0.1 0.1
Br -3.227486 -0.256780 1.612037 0.1 0.0 0.1
H -2.694494 0.418497 5.206164 0.0 0.0 0.0
H -2.849075 -1.353997 4.979360 0.0 0.0 0.0
C 2.392191 -0.172530 3.649788 0.0 0.0 0.0
O 1.417185 -0.268738 2.595681 0.1 0.0 -0.1
C 1.921164 -0.228942 1.308261 0.0 0.0 0.1
C 3.266431 -0.235600 0.997921 0.0 0.0 0.0
C 3.640110 -0.169396 -0.340352 0.0 0.0 0.0
Br 5.480358 -0.201304 -0.762144 0.0 0.0 0.0
C 2.711641 -0.066483 -1.352584 0.0 0.0 0.0
C 1.355529 -0.050503 -1.033118 0.0 0.0 -0.1
C 0.979617 -0.171849 0.291769 -0.1 0.0 0.0
O -0.336310 -0.246620 0.688630 0.1 0.0 0.2
C 0.339823 0.093957 -2.088348 0.1 0.0 0.1
N 0.412140 -0.420756 -3.276935 -0.1 0.1 0.0
C -0.759312 -0.015133 -3.910348 0.1 -0.1 0.0
C -1.206997 -0.277652 -5.204214 0.0 0.0 0.0
C -2.417867 0.262749 -5.585036 0.0 0.0 0.0
C -3.181250 1.047371 -4.704128 0.0 0.0 0.0
C -2.757815 1.308061 -3.415965 0.0 0.0 0.0
C -1.536322 0.758011 -3.044504 -0.1 0.1 0.1
N -0.828286 0.793951 -1.852547 -0.1 0.0 0.0
H 2.990641 -1.082587 3.676417 0.0 0.0 0.0
H 1.835219 -0.059317 4.570694 0.0 0.0 0.0
H 3.016783 0.704562 3.486036 0.0 0.0 0.0
H 4.025511 -0.302285 1.760581 0.0 0.0 0.0
H 3.007207 0.004543 -2.389125 0.0 0.0 0.0
H -0.959261 -0.299202 -0.056119 -0.1 0.0 0.0
H -0.615775 -0.883964 -5.876814 0.0 0.0 0.0
H -2.793644 0.079950 -6.582908 0.0 0.0 0.0
H -4.125631 1.452845 -5.042115 0.0 0.0 0.0
H -3.348748 1.903457 -2.732918 0.0 0.0 0.0
H -0.932686 1.499219 -1.129947 0.0 0.0 -0.1
N -0.623315 1.719485 3.011025 0.1 0.3 -0.2
C -0.506752 2.397762 2.042042 0.1 0.3 0.0
S 1.354608 -3.938221 1.425590 0.0 0.0 0.0
C 0.251808 -3.070115 2.158506 0.0 -0.1 0.0
N -0.564120 -2.395897 2.706043 0.1 -0.3 0.0
S -0.334828 3.312779 0.744614 0.0 -0.1 0.1
```
Forces are in eV/Å.